# 1
# C25H31NO3

The molecule C25H31NO3 (ωB97M-V/def2-TZVPD, OMol25).

```
60
Properties=species:S:1:pos:R:3:lowdin_charge:R:1
C -4.38430 -3.18112 1.46269 -0.107
C -3.90710 -3.43074 0.03756 -0.264
C -3.60173 -2.11824 -0.68931 -0.205
C -2.45484 -1.40499 -0.04646 -0.067
C -2.36877 -0.10912 0.23513 -0.188
C -3.45741 0.89097 -0.05828 -0.154
C -3.66138 1.18175 -1.55163 -0.236
C -2.46492 1.86174 -2.20406 -0.104
C -1.17833 0.41694 1.01068 -0.210
N -0.82861 1.78326 0.64162 0.113
C -0.30189 2.63532 1.55610 -0.485
O -0.46279 2.52190 2.74980 0.079
C 0.54719 3.73066 0.91316 -0.047
C 1.71698 3.02296 0.28448 -0.237
C 2.68227 2.43665 1.09588 -0.024
C 3.71232 1.69908 0.54313 -0.072
C 3.79060 1.53530 -0.82993 -0.093
C 2.83577 2.11573 -1.64551 -0.082
C 1.80144 2.85032 -1.09126 -0.056
C 0.10280 -0.37276 0.85618 -0.171
C 0.86951 -0.69432 1.96915 0.000
C 2.12578 -1.24658 1.81547 0.002
C 2.63804 -1.48233 0.54256 -0.140
C 4.01164 -2.01973 0.42441 -0.465
O 4.72021 -2.29987 1.36058 0.111
O 4.40761 -2.15278 -0.85335 -0.054
C 5.72325 -2.64944 -1.04018 -0.049
C 1.86486 -1.18174 -0.57602 -0.004
C 0.61242 -0.62826 -0.41459 -0.020
H -4.58150 -4.12176 1.97153 0.068
H -5.30031 -2.59400 1.46011 0.074
H -3.62994 -2.63431 2.02396 0.068
H -4.67638 -3.97599 -0.51394 0.104
H -3.00829 -4.05112 0.05751 0.106
H -4.49592 -1.49436 -0.69022 0.103
H -3.34564 -2.34374 -1.72992 0.118
H -1.62861 -2.05226 0.22150 0.121
H -4.40038 0.51271 0.34553 0.115
H -3.22898 1.82570 0.45592 0.112
H -4.53571 1.82843 -1.65683 0.109
H -3.87020 0.25128 -2.08033 0.097
H -2.68250 2.08596 -3.24640 0.073
H -1.59323 1.21113 -2.17513 0.057
H -2.23208 2.79559 -1.69654 0.069
H -1.45280 0.46606 2.07335 0.159
H -0.52573 1.89582 -0.31487 0.106
H 0.87106 4.41893 1.69357 0.128
H -0.03337 4.27436 0.16681 0.121
H 2.61328 2.55510 2.16709 0.124
H 4.45126 1.24378 1.18555 0.112
H 4.59125 0.95464 -1.26268 0.104
H 2.89173 1.99395 -2.71747 0.104
H 1.06058 3.30245 -1.73802 0.111
H 0.48546 -0.48933 2.95713 0.121
H 2.73646 -1.48851 2.67201 0.122
H 5.88802 -2.68092 -2.11427 0.093
H 6.45001 -1.99153 -0.55847 0.097
H 5.81791 -3.64796 -0.60819 0.098
H 2.25752 -1.37063 -1.56236 0.120
H 0.01645 -0.38999 -1.28398 0.114
```

Calculated values
HOMO = -8.99 eV
net charge = 0
SMILES = CCC/C=C(\CCC)[C@H](NC(=O)Cc1ccccc1)c1ccc(C(=O)OC)cc1
relative energy (zero: lowest compared OMol25 entry of this formula, charge and spin) = 0.00 kcal per mole
gap between HOMO and LUMO = 0.34932 Eh

=====

# 2
# C8H2Cl5NOsSe

C8H2Cl5NOsSe as an isolated structure (ωB97M-V/def2-TZVPD, OMol25).

```
18
Properties=species:S:1:pos:R:3:lowdin_charge:R:1
Os 0.53564 1.49228 -0.85645 1.234
Cl -1.30308 0.41293 -2.16313 0.666
C -1.23712 -0.63859 -0.72437 -0.671
C -0.26144 -0.18488 0.13481 -0.393
C -0.08008 -0.93462 1.29429 -0.706
Cl 1.12448 -0.47048 2.42886 0.705
C -0.86949 -2.06214 1.53769 -0.696
Cl -0.64923 -2.97710 2.97372 0.700
C -1.84466 -2.46542 0.61649 -0.694
Cl -2.80700 -3.85335 0.91797 0.705
C -2.04294 -1.74282 -0.56052 -0.714
Cl -3.20959 -2.18507 -1.73283 0.716
C 1.54138 2.20446 -2.52980 -0.254
H 2.62860 2.21626 -2.54605 -0.055
H 1.09125 2.94849 -3.18564 -0.059
Se 3.32512 3.33851 2.60275 0.672
C 2.36040 2.68006 1.33004 -0.929
N 1.69777 2.22148 0.46216 -0.223
```

Calculated values
HOMO (alpha / beta) = -8.11 / -8.61 eV
⟨S²⟩ = 6.0357
net charge = 0
2S+1 = 5
relative energy (zero: lowest compared OMol25 entry of this formula, charge and spin) = 11.39 kcal per mole
gap between HOMO and LUMO (alpha / beta) = 0.29304 / 0.23552 Eh

=====

# 3
# C18H38BBr13F3N4O8P2

A 7-piece molecular cluster, C18H38BBr13F3N4O8P2 overall (ωB97M-V/def2-TZVPD, OMol25).

```
87
Properties=species:S:1:pos:R:3:lowdin_charge:R:1
N -0.68759 -4.08401 1.48745 0.204
B -1.25065 -3.02130 2.28325 -0.569
O -1.60827 -3.26681 3.58855 0.167
C -1.50569 -1.50958 1.77296 -0.341
O -0.26180 -0.86503 1.96318 0.021
N -2.61470 -0.90537 2.57791 0.176
C -3.46630 -0.23504 1.73670 -0.419
N -4.67354 0.14396 2.06864 -0.396
Br -5.71809 0.98748 0.77529 0.927
P -5.39629 -0.11833 3.62823 0.330
O -6.28862 -1.26681 3.54257 -0.221
O -4.25051 -0.31739 4.67150 -0.065
O -6.17134 1.18890 4.02741 -0.091
N -2.89253 -0.05794 0.46135 -0.035
C -2.11947 1.21079 0.62458 -0.134
C -0.97945 1.33457 -0.36263 -0.081
C -0.25927 2.66791 -0.22954 -0.584
F 0.90515 2.57115 0.43066 0.018
F -1.00673 3.60470 0.38590 0.141
F 0.02953 3.14793 -1.45757 0.129
C -2.17500 -1.32990 0.39050 -0.286
P -1.31688 -1.78803 -1.15167 0.450
O -1.58461 -0.86792 -2.25524 -0.267
O -1.89542 -3.24166 -1.54059 -0.130
O 0.22256 -1.93702 -0.84774 -0.131
H 0.30610 -4.21956 1.62733 0.023
H -0.88646 -4.00750 0.50321 0.038
H -0.88857 -3.76519 3.99758 0.121
H -0.16088 -0.69382 2.90653 0.120
H -2.32188 -0.29852 3.33596 0.157
H -4.55231 -0.86128 5.41281 0.129
H -7.10688 0.93222 3.98514 0.111
H -1.74045 1.39479 1.63332 0.137
H -2.80971 2.02507 0.41168 0.105
H -1.41164 1.29247 -1.35992 0.019
H -0.22473 0.56155 -0.24305 0.116
H -2.98382 -2.08923 0.44326 0.038
H -1.15483 -3.85546 -1.63274 0.089
H 0.71388 -1.92389 -1.68627 0.010
Br -8.19906 -3.08839 -2.22339 0.626
C -6.41493 -3.52444 -2.86080 -0.690
C -5.46970 -3.78180 -1.71984 -0.627
Br -4.92726 -2.11439 -0.87040 0.794
H -6.09609 -2.70366 -3.49509 0.055
H -6.53253 -4.42315 -3.46149 0.063
H -4.54593 -4.23173 -2.07815 0.057
H -5.90021 -4.40627 -0.94415 0.058
Br 3.57356 1.85283 0.13905 0.686
C 3.18672 3.43682 1.20708 -0.662
C 4.19543 3.63109 2.30683 -0.717
Br 3.89711 2.39388 3.77833 0.608
H 2.17400 3.32362 1.57861 0.035
H 3.22540 4.26706 0.50478 0.065
H 4.09771 4.62347 2.74147 0.047
H 5.21801 3.48443 1.97483 0.012
Br 4.93626 -1.27341 4.13631 0.604
C 5.23486 -2.17995 2.44526 -0.682
C 4.18865 -1.79038 1.43876 -0.669
Br 2.49005 -2.68080 1.79438 0.712
H 5.25774 -3.24490 2.65078 0.051
H 6.21736 -1.85500 2.11059 0.064
H 4.47453 -2.11088 0.43878 0.011
H 3.98683 -0.72366 1.43259 -0.009
Br 6.83331 5.05670 -0.42073 0.619
C 6.49243 6.66300 0.62405 -0.692
C 7.53235 6.87192 1.69229 -0.684
Br 7.26532 5.65521 3.18506 0.635
H 5.49173 6.56247 1.03114 0.041
H 6.51184 7.48168 -0.09160 0.059
H 7.44510 7.87187 2.11096 0.060
H 8.54548 6.71593 1.33785 0.053
Br 1.36371 -1.95993 -4.22951 0.696
C 2.77147 -3.19425 -4.76930 -0.662
C 3.35767 -3.88930 -3.57108 -0.691
Br 4.52851 -2.70829 -2.56552 0.648
H 3.49833 -2.61516 -5.32855 0.057
H 2.29437 -3.91270 -5.43172 0.064
H 3.97979 -4.72640 -3.87880 0.063
H 2.60012 -4.24011 -2.87805 0.046
Br -3.21586 2.12796 -2.81338 0.706
C -1.74504 1.75551 -4.03451 -0.662
C -2.10678 2.09076 -5.45510 -0.685
Br -3.28421 0.74998 -6.22944 0.614
H -1.48743 0.70943 -3.89484 0.025
H -0.92386 2.38162 -3.69287 0.056
H -1.21658 2.08902 -6.07972 0.061
H -2.61264 3.04585 -5.54828 0.051
```

Calculated values
HOMO = -11.45 eV
net charge = +1
gap between HOMO and LUMO = 0.27881 Eh

=====

# 4
# C40H36Cl3F3Ge2LuO3PSb

C40H36Cl3F3Ge2LuO3PSb as an isolated structure (ωB97M-V/def2-TZVPD, OMol25).

```
90
Properties=species:S:1:pos:R:3:lowdin_charge:R:1
Lu 0.00000 1.96053 -1.71285 1.063
C -0.63231 0.93357 -0.01122 -0.497
Ge -2.45901 0.98870 -0.23171 0.738
C -3.72897 1.80861 1.07605 -0.264
C -5.09180 2.10881 0.94274 -0.112
C -5.82076 2.65737 1.97290 -0.112
C -5.22631 2.92313 3.15924 -0.120
C -3.90661 2.57229 3.40610 -0.088
C -3.18123 1.95424 2.36569 -0.130
C -2.60024 2.45270 -1.68937 -0.355
C -3.20452 2.31979 -2.94986 -0.112
C -3.14638 3.30539 -3.91983 -0.106
C -2.32702 4.42746 -3.73648 -0.117
C -1.75805 4.62625 -2.46244 -0.090
C -1.96092 3.66545 -1.40992 -0.228
C -3.25743 -0.54796 -1.16203 -0.308
C -2.43941 -1.32314 -2.00852 -0.125
C -2.95068 -2.25535 -2.85563 -0.085
C -4.32758 -2.53686 -2.78792 -0.093
C -5.12753 -1.88180 -1.88246 -0.092
C -4.56558 -0.89739 -1.05459 -0.124
H -5.63617 1.88163 0.01670 0.102
H -6.85329 2.89051 1.91497 0.096
H -5.79425 3.38304 3.96185 0.104
H -3.54162 2.65452 4.43228 0.101
H -2.08452 1.69585 2.61251 0.093
H -3.76291 1.37689 -3.16802 0.120
H -3.72200 3.13155 -4.88399 0.133
H -2.23187 5.16351 -4.51933 0.104
H -1.25042 5.58509 -2.28325 0.109
H -1.74668 3.94752 -0.37798 0.109
H -1.36603 -1.10127 -1.95822 0.077
H -2.33246 -2.79349 -3.51914 0.089
H -4.76839 -3.20665 -3.50825 0.097
H -6.23266 -2.01027 -1.88106 0.113
H -5.18290 -0.31251 -0.31704 0.099
F -0.10770 -4.39933 5.90992 0.065
C 0.19751 -3.86864 4.72107 -0.294
C 0.76221 -4.67511 3.76926 -0.016
C 1.16891 -4.07896 2.58065 -0.123
C 0.86214 -2.74189 2.27053 -0.403
C 0.16491 -2.01467 3.23801 -0.141
C -0.17662 -2.55103 4.45367 -0.016
Sb 1.71172 -1.82658 0.54139 1.487
C 1.35937 -3.45362 -0.80815 -0.427
C 2.18667 -3.38831 -1.87680 -0.177
C 2.13457 -4.35460 -2.94584 0.004
C 1.26878 -5.43135 -2.81035 -0.275
F 1.23850 -6.46633 -3.69339 0.041
C 0.32503 -5.49152 -1.77890 -0.003
C 0.39122 -4.47593 -0.82589 -0.104
C 3.80967 -2.31360 0.99761 -0.353
C 4.66585 -1.20203 1.19824 -0.104
C 6.03850 -1.36040 0.94762 -0.022
C 6.49609 -2.57602 0.57232 -0.293
F 7.79955 -2.65535 0.16135 0.036
C 5.69667 -3.67456 0.42224 -0.005
C 4.33450 -3.50769 0.57795 -0.144
H 0.89481 -5.73059 3.96441 0.119
H 1.61813 -4.73080 1.78962 0.105
H -0.12071 -0.97772 2.98467 0.093
H -0.61925 -1.97689 5.24750 0.114
H 2.99764 -2.60105 -2.00180 0.107
H 2.80763 -4.38542 -3.80692 0.116
H -0.47487 -6.17419 -1.78163 0.101
H -0.32023 -4.54792 0.00314 0.105
H 4.28877 -0.21141 1.46109 0.080
H 6.81310 -0.60664 1.02609 0.121
H 6.09710 -4.63042 0.08919 0.125
H 3.70708 -4.33968 0.45355 0.081
C 4.53478 3.27975 1.84019 -0.159
O 3.69254 2.91870 0.78655 -0.382
P 2.08041 2.44513 0.90670 0.880
O 1.37700 3.56048 1.81586 -0.338
C 0.34681 3.29683 2.74414 -0.145
O 1.68145 3.12248 -0.58580 -0.591
C 2.03003 4.51215 -0.91573 -0.096
H 4.42783 2.68313 2.74097 0.077
H 4.32117 4.32018 2.17654 0.094
H 5.54737 3.22006 1.48643 0.080
H 0.40226 3.89568 3.63219 0.080
H 0.29016 2.22441 2.92709 0.064
H -0.67356 3.52749 2.43902 0.065
H 1.22186 5.21226 -0.62874 0.096
H 2.23998 4.52840 -1.97246 -0.040
H 2.94137 4.74529 -0.39057 0.077
Cl 2.26586 0.66703 -2.45457 -0.133
Ge 2.39924 1.67408 -4.76280 0.335
Cl 3.01008 3.76081 -3.99368 -0.074
Cl 0.06463 2.27818 -4.41268 -0.079
```

Calculated values
HOMO (alpha / beta) = -7.25 / -6.77 eV
⟨S²⟩ = 0.7595
net charge = 0
2S+1 = 2
relative energy (zero: lowest compared OMol25 entry of this formula, charge and spin) = 59.17 kcal per mole
gap between HOMO and LUMO (alpha / beta) = 0.26019 / 0.23410 Eh

=====

# 5
# C20H20N2O3

The molecule C20H20N2O3 (ωB97M-V/def2-TZVPD, OMol25).

```
45
Properties=species:S:1:pos:R:3:lowdin_charge:R:1
C -4.62779 -2.76909 -1.92342 -0.062
C -4.72443 -1.65451 -0.89056 -0.218
O -3.58204 -1.63284 -0.03776 0.004
C -2.49948 -0.99992 -0.50110 -0.443
O -2.44572 -0.42765 -1.56769 0.119
C -1.37480 -1.06974 0.42684 -0.157
N -1.34150 -1.77705 1.49697 0.140
N -0.21690 -1.56695 2.16716 0.006
C 0.74144 -0.75879 1.40611 -0.171
C 1.95844 -1.59048 1.01293 -0.298
O 2.08082 -2.72734 1.41454 0.108
C 2.94372 -0.95063 0.11625 -0.150
C 3.84801 -1.78204 -0.54786 -0.009
C 4.78585 -1.25172 -1.41118 -0.069
C 4.83763 0.11799 -1.61673 -0.074
C 3.95242 0.95252 -0.95227 -0.066
C 3.00818 0.42769 -0.08985 -0.022
C -0.09435 -0.27640 0.19510 -0.138
C -0.36813 1.20259 0.19792 -0.213
C -0.03565 1.98995 -0.89508 -0.031
C -0.29779 3.34729 -0.88579 -0.035
C -0.89918 3.95112 0.21105 -0.281
C -1.20508 5.41786 0.20674 -0.053
C -1.23509 3.15711 1.30070 -0.034
C -0.97508 1.79997 1.29623 -0.018
H -4.48224 -3.72593 -1.42811 0.078
H -5.54167 -2.80502 -2.50965 0.076
H -3.78846 -2.58391 -2.58918 0.074
H -4.81430 -0.68382 -1.39065 0.121
H -5.57321 -1.81072 -0.22164 0.123
H 0.13922 -2.35426 2.69380 0.136
H 1.07339 0.07742 2.03295 0.156
H 3.78932 -2.84628 -0.37445 0.119
H 5.47680 -1.90358 -1.92433 0.105
H 5.56925 0.53606 -2.29208 0.105
H 3.99688 2.02020 -1.10712 0.107
H 2.33387 1.09546 0.42270 0.108
H 0.35660 -0.56007 -0.76075 0.155
H 0.42636 1.53619 -1.75962 0.119
H -0.03367 3.94698 -1.74512 0.112
H -2.18774 5.58949 -0.23386 0.085
H -0.47335 5.96574 -0.38273 0.076
H -1.21582 5.81648 1.21857 0.075
H -1.71022 3.60598 2.16140 0.112
H -1.25307 1.19762 2.14988 0.123
```

Calculated values
HOMO = -8.61 eV
net charge = 0
SMILES = CCOC(=O)C1=NN[C@@H](C(=O)c2ccccc2)[C@@H]1c1ccc(C)cc1
relative energy (zero: lowest compared OMol25 entry of this formula, charge and spin) = 55.22 kcal per mole
gap between HOMO and LUMO = 0.31672 Eh

=====

Q: Which value of net charge does entry 5 give?
A: 0

=====

Q: The highest net charge belongs to which entry?
A: C18H38BBr13F3N4O8P2

=====

Q: Look up the net charge of the first one.
A: 0

=====

Q: Number 4 is which compound?
A: C40H36Cl3F3Ge2LuO3PSb